54
Properties=species:S:1:pos:R:3:mulliken_charge:R:1 method="wB97M-V/def2-TZVPD" homo_energy_ev=-11.229 total_charge=+1 gap_ha=0.239 smiles="C=CC[C@@H]1[C@H](N)OC[N@@+]1(CCCCCCCCCC)N=C=S" e_lumo_ev=-4.7
C 4.92 -0.68 3.27 -0.746
C 4.90 -1.06 1.90 -0.487
C 4.36 -0.13 0.71 0.141
C 3.39 -1.02 -0.16 -0.779
C 3.94 -1.56 -1.57 0.031
N 4.75 -0.63 -2.38 -0.564
O 2.80 -1.83 -2.45 -0.375
C 1.68 -1.44 -1.66 -0.609
N 1.99 -0.55 -0.44 1.049
C 1.99 0.84 -1.08 -0.266
C 1.55 2.00 -0.12 -0.748
C -0.01 2.10 0.17 -0.609
C -0.94 1.47 -0.93 0.166
C -2.45 1.74 -0.49 -0.814
C -2.88 0.70 0.62 -0.252
C -4.35 0.95 1.16 -0.822
C -5.36 0.45 0.03 -0.599
C -5.45 -1.15 -0.02 -0.347
C -6.93 -1.61 -0.38 -0.963
N 0.92 -0.91 0.41 -0.978
C 1.19 -0.79 1.65 0.376
S 1.29 -0.26 3.19 -0.076
H 4.18 -1.20 3.94 0.254
H 5.68 0.04 3.66 0.283
H 5.27 -2.08 1.56 0.350
H 5.27 0.24 0.18 0.364
H 3.84 0.75 1.17 0.113
H 3.38 -1.99 0.43 0.493
H 4.60 -2.47 -1.44 0.382
H 5.34 -0.01 -1.82 0.222
H 5.40 -1.18 -2.95 0.320
H 1.43 -2.42 -1.13 0.439
H 0.70 -1.25 -2.19 0.385
H 3.05 1.05 -1.39 0.294
H 1.41 0.84 -2.06 0.473
H 2.09 2.01 0.87 0.031
H 1.86 2.97 -0.63 0.479
H -0.29 3.19 0.27 0.598
H -0.18 1.64 1.19 0.012
H -0.84 0.35 -1.01 -0.170
H -0.78 1.91 -1.96 0.284
H -2.44 2.76 0.02 0.201
H -3.14 1.80 -1.37 0.418
H -2.18 0.82 1.50 0.167
H -2.73 -0.33 0.20 0.213
H -4.52 2.03 1.43 0.352
H -4.56 0.35 2.09 0.363
H -6.36 0.93 0.20 0.456
H -4.99 0.78 -0.98 0.168
H -4.75 -1.53 -0.82 0.223
H -5.16 -1.56 0.99 0.289
H -7.58 -0.71 -0.60 0.309
H -6.94 -2.26 -1.30 0.265
H -7.41 -2.12 0.50 0.240

=====

68
Properties=species:S:1:pos:R:3:mulliken_charge:R:1 method="wB97M-V/def2-TZVPD" de_lowest_kcal_mol=0.00 homo_energy_ev=-18.396 total_charge=+3 gap_ha=0.295 e_lumo_ev=-10.4
Ti 0.38 -0.96 0.41 -1.415
O 3.99 -1.80 1.94 -0.458
C 3.16 -1.40 1.20 0.075
N 1.92 -0.75 1.55 0.621
C 1.72 -0.42 2.92 -0.442
O 2.41 -0.69 3.85 -0.441
C 0.45 0.37 3.07 0.655
C 0.14 1.01 4.25 -0.737
C -1.01 1.80 4.28 -0.644
C -1.76 1.92 3.12 -1.149
C -1.38 1.23 1.99 0.048
N -0.30 0.44 1.96 1.147
C 3.28 -1.48 -0.29 0.343
C 4.47 -1.80 -0.91 -0.802
C 4.51 -1.77 -2.29 -0.532
C 3.35 -1.41 -2.99 -1.081
C 2.20 -1.13 -2.28 -0.009
N 2.15 -1.18 -0.94 0.532
H 0.79 0.89 5.10 0.644
H -1.29 2.32 5.18 0.488
H -2.64 2.55 3.09 0.555
H -1.95 1.33 1.07 0.186
H 5.33 -2.04 -0.30 0.618
H 5.42 -2.00 -2.82 0.484
H 3.35 -1.35 -4.07 0.487
H 1.30 -0.84 -2.80 0.451
N 0.13 -2.71 1.97 -0.067
C -1.24 -3.27 2.09 -0.892
C -2.23 -2.17 1.77 -0.381
N -1.86 -1.45 0.52 -0.171
C -2.36 -2.10 -0.72 -0.197
C -1.44 -3.23 -1.12 -0.987
N -0.03 -2.79 -0.95 -0.129
H 0.80 -3.47 1.84 0.324
H 0.38 -2.35 2.89 0.339
H -1.43 -3.66 3.09 0.487
H -1.34 -4.11 1.41 0.236
H -2.22 -1.44 2.58 0.274
H -3.24 -2.57 1.70 0.538
H -2.35 -0.56 0.57 0.186
H -2.39 -1.34 -1.50 0.131
H -3.38 -2.46 -0.59 0.508
H -1.63 -3.52 -2.16 0.515
H -1.62 -4.12 -0.53 0.263
H 0.33 -2.52 -1.86 0.287
H 0.55 -3.58 -0.69 0.299
C -0.83 4.90 -1.37 -1.006
C 0.07 3.96 -2.15 -0.673
N -0.30 2.53 -1.97 0.284
C -1.39 2.03 -2.84 -0.966
C -2.74 1.90 -2.13 -0.464
C 0.26 1.77 -1.07 1.107
C 1.37 2.31 -0.22 -1.673
N -0.12 0.48 -0.88 1.681
H -0.48 5.92 -1.50 0.414
H -0.83 4.67 -0.30 0.255
H -1.86 4.87 -1.73 0.308
H 1.11 4.09 -1.87 0.397
H 0.01 4.16 -3.22 0.441
H -1.07 1.08 -3.29 0.378
H -1.48 2.73 -3.66 0.430
H -2.67 1.33 -1.20 -0.070
H -3.45 1.39 -2.79 0.367
H -3.15 2.88 -1.90 0.304
H 2.21 2.62 -0.84 0.625
H 1.73 1.55 0.47 -0.255
H 1.05 3.18 0.35 0.440
H -0.85 0.21 -1.53 -0.512

=====

24
Properties=species:S:1:pos:R:3:mulliken_charge:R:1 method="wB97M-V/def2-TZVPD" de_lowest_kcal_mol=60.85 homo_energy_ev=-7.978 gap_ha=0.320 e_lumo_ev=0.7
C 0.62 2.19 -2.47 -0.106
C -2.46 1.58 -2.78 -0.104
C -0.92 -1.37 2.77 -1.406
C 0.14 -1.24 1.70 1.431
C 1.08 -2.42 1.60 -1.356
C 0.69 0.11 1.42 -1.174
H 2.23 0.90 -1.18 0.292
H 1.12 -0.22 -0.66 0.445
H 1.65 2.57 -2.58 0.238
H -3.52 1.35 -2.90 0.287
H -1.81 0.85 -2.31 0.178
H -1.55 -2.25 2.60 0.330
H -0.44 -1.48 3.75 0.376
H -1.57 -0.49 2.79 0.372
H 1.82 -2.28 0.81 0.333
H 1.61 -2.56 2.56 0.364
H 0.53 -3.35 1.39 0.312
H 1.74 0.19 1.15 0.386
H 0.30 0.95 1.99 0.295
N 1.42 0.34 -1.45 -0.776
N 0.35 1.10 -1.88 -0.094
N -2.09 2.72 -3.23 -0.386
S -0.52 3.32 -3.20 0.011
S -0.40 -0.51 0.11 -0.250

=====

13
Properties=species:S:1:pos:R:3:mulliken_charge:R:1 method="wB97M-V/def2-TZVPD" de_lowest_kcal_mol=24.27 homo_energy_ev=-10.820 gap_ha=0.426 smiles=N#CCCCO e_lumo_ev=0.8
N -2.09 1.96 0.20 -0.463
C -1.72 0.86 0.14 0.273
C -1.16 -0.50 0.20 -0.402
C 0.08 -0.69 -0.68 -0.602
C 1.18 0.26 -0.23 -0.470
O 1.37 0.07 1.16 -0.514
H -0.83 -0.59 1.23 0.260
H -1.94 -1.24 0.00 0.317
H 0.41 -1.73 -0.54 0.313
H -0.13 -0.55 -1.74 0.303
H 2.10 0.05 -0.79 0.307
H 0.87 1.29 -0.45 0.373
H 1.85 0.83 1.50 0.304

=====

17
Properties=species:S:1:pos:R:3:mulliken_charge:R:1 method="wB97M-V/def2-TZVPD" de_lowest_kcal_mol=96.34 homo_energy_ev=-9.964 gap_ha=0.371 smiles="COC(=O)[C@@H]1COC(=O)N1" e_lumo_ev=0.1
C 2.51 -0.23 0.01 -0.870
O 1.79 0.95 -0.60 -0.311
C 0.56 1.04 -0.38 0.637
O -0.11 2.09 -0.66 -0.636
C -0.24 0.07 0.53 -0.107
C -0.79 -1.12 -0.56 -0.469
O -1.96 -0.64 -0.96 -0.290
C -2.47 0.23 -0.10 0.481
O -3.56 0.89 -0.28 -0.648
N -1.62 0.48 0.87 -0.387
H 2.09 -1.23 -0.16 0.299
H 3.37 -0.35 -0.26 0.519
H 2.51 -0.31 1.34 0.250
H 0.19 -0.40 1.34 0.475
H -0.64 -1.92 0.02 0.430
H 0.02 -1.12 -1.55 0.256
H -1.63 1.56 1.40 0.369

=====

8
Properties=species:S:1:pos:R:3:mulliken_charge:R:1 method="wB97M-V/def2-TZVPD" de_lowest_kcal_mol=96.94 homo_energy_ev="-4.026 / -4.079" total_charge=-1 gap_ha="0.276 / 0.279" e_lumo_ev="3.5 / 3.5"
C -1.57 0.07 -0.06 -0.599
N 0.82 -0.64 0.71 -0.687
N 1.59 0.06 0.02 1.180
O 1.28 0.84 -0.86 -0.701
O 2.82 -0.14 0.31 -0.747
Cl -2.60 -1.26 -0.10 -0.183
H -1.26 0.69 -0.85 0.375
H -1.08 0.37 0.82 0.360

=====

| no. | electronic energy (Eh) |
| --- | --- |
| 1 | -1304.08653 |
| 2 | -2296.56492 |
| 3 | -1196.92158 |
| 4 | -286.59297 |
| 5 | -550.28451 |
| 6 | -759.30428 |